(1)
This record from the Open Molecules 2025 dataset describes a 9-piece molecular cluster, C28H46Cl8O15 overall at a distorted geometry. The level of theory is wB97M-V/def2-TZVPD.

Calculated values
- Structure (SMILES): C[C@H]1COC(=O)O1.C[C@H]1COC(=O)O1.C[C@H]1COC(=O)O1.C[C@H]1COC(=O)O1.C[C@H]1COC(=O)O1.ClCCCl.ClCCCl.ClCCCl.ClCCCl
- Energy above the lowest of the compared OMol25 structures with the same formula, charge and spin: 78.3 kcal per mole
- HOMO: -10.571 eV

Cartesian coordinates (Å):
1 H 2.36333 -4.79509 10.46408
2 O -6.15718 1.29437 -3.10463
3 O -7.15767 1.11280 -5.06829
4 H -8.78138 3.40110 -0.34635
5 H -6.03958 -5.70530 11.16343
6 H 0.88948 -2.36648 -1.33574
7 H 6.24398 -0.51174 -6.26308
8 H 2.41012 7.44522 -7.13298
9 H 8.47999 -1.22015 -5.65963
10 H -7.36474 3.79023 -2.55627
11 Cl 0.25678 -0.24818 -10.22790
12 Cl 7.81210 1.03743 -7.25317
13 C -0.51243 -1.20162 0.60733
14 H -1.13858 -1.43608 -0.25353
15 C -7.16972 1.46859 -3.92045
16 C 7.94002 -0.55922 -4.98161
17 H 2.49777 -1.93029 -0.70304
18 C 2.08413 -5.76816 8.70370
19 O 1.72726 -0.51038 -1.92158
20 H -0.89640 -0.34228 1.15705
21 Cl 9.11281 0.44200 -4.20746
22 H -0.48034 -2.03795 1.30562
23 O 6.94556 12.64007 -1.33596
24 H 0.84542 0.39082 -8.04300
25 H -9.72251 3.12241 -1.89266
26 O 1.84360 1.71407 -1.89025
27 H 7.43191 -1.27385 -4.33413
28 H -9.07424 1.74143 -0.90515
29 H 0.75684 6.90018 -6.54210
30 H 7.48969 8.01783 -1.78619
31 H 3.84131 -5.56214 9.90158
32 C 7.92331 9.85648 -3.00719
33 C -0.07576 0.02164 -8.49382
34 H -5.91969 -3.32254 12.04348
35 H -1.49091 -1.54333 -8.44546
36 H -6.76295 1.29524 -1.00357
37 C 0.92348 -0.78292 0.17281
38 C 1.32748 7.51335 -7.23957
39 C 6.97500 0.23557 -5.95448
40 H -8.52073 -4.84689 9.91034
41 H 7.40748 7.73410 -3.51151
42 C -8.93469 2.77414 -1.22472
43 H -0.84639 -0.91460 -6.81734
44 H 6.14655 8.69303 -2.83739
45 C 2.97857 -4.97713 9.58293
46 H -3.63722 -8.81715 1.42912
47 C -6.82139 -3.62996 11.51381
48 H -1.63070 -8.79569 -0.79284
49 Cl 0.76432 9.15767 -6.89489
50 O 3.10460 -3.70349 8.89518
51 C 1.50479 -1.55408 -0.94911
52 C -6.45044 -4.82610 10.66714
53 Cl -3.18950 -7.05404 -1.11951
54 O -5.45622 -5.01560 7.31967
55 H 2.91044 -7.78710 9.20316
56 H 8.37625 10.84400 -4.69738
57 C 7.44218 10.80351 -4.13706
58 H 6.69222 10.24647 -4.69863
59 H -5.62051 2.51063 -1.48822
60 H 6.36065 1.08182 -5.64700
61 H 1.59309 -0.81622 1.03223
62 O 0.76180 0.57034 -0.32617
63 H -3.26109 -9.45368 -0.87190
64 C 7.20941 8.47375 -2.73575
65 C -2.61552 -8.78172 1.05102
66 C 2.71863 -3.92769 7.67934
67 C -0.63836 -1.24689 -7.83440
68 O -5.57882 -4.49131 9.58271
69 H -1.97934 -8.01570 1.49441
70 O -8.13367 2.05607 -3.27063
71 C -2.65674 -8.64747 -0.45612
72 H -0.86358 0.77452 -8.46922
73 C 7.21125 11.79572 -2.12389
74 Cl -1.93133 -10.31312 1.40924
75 O 1.95493 -4.94724 7.55023
76 H 2.20973 -7.65737 7.62128
77 H 1.76881 6.18431 -8.90790
78 O -7.14152 -5.79863 8.70221
79 C -7.63459 -5.47512 10.00077
80 H 3.70927 -7.02003 7.79953
81 C 1.21614 7.09793 -8.68891
82 H -7.39833 -2.87152 10.98466
83 C -6.01856 -5.09858 8.43830
84 C -6.46428 1.92013 -1.84525
85 Cl 0.57790 -2.52288 -7.76333
86 O 6.95803 11.96146 -3.50133
87 H 1.56393 7.82215 -9.42556
88 H 1.06513 -5.88989 9.07104
89 C -7.68335 2.80412 -2.21836
90 C 1.38604 0.67299 -1.45309
91 O 2.70450 -3.08521 6.82357
92 C 2.78113 -7.10217 8.36515
93 H -7.49802 -4.02720 12.27043
94 H 8.98694 9.69611 -3.18343
95 O 7.67003 10.60785 -1.87844
96 H -7.95082 -6.35387 10.56282
97 Cl -0.55635 6.85908 -8.90060

***

(2)
This record from the Open Molecules 2025 dataset describes C28H46NOP2PdS as an isolated structure. The level of theory is wB97M-V/def2-TZVPD.

Calculated values
- Net charge: -1
- HOMO: -2.867 eV

Cartesian coordinates (Å):
1 C 3.72449 0.71582 -1.34761
2 C 2.39045 -3.20667 -0.55755
3 P -1.94379 -0.66696 -0.83274
4 H 5.67159 1.48022 -0.80251
5 H 4.18191 -1.27475 1.24073
6 H -1.75957 -4.42141 -0.61341
7 C 2.11786 -0.56347 3.77421
8 N 0.01696 0.47226 0.92114
9 H -1.02171 -3.25948 -1.72601
10 C 1.06502 0.08211 1.65099
11 H 2.76980 2.54346 -0.68588
12 C 4.93442 0.76842 -0.41462
13 C 3.30104 -0.89894 1.75233
14 H -5.95632 1.48099 2.28946
15 H -2.88206 2.98772 3.45450
16 H -2.53508 2.49653 -0.90114
17 C -3.68937 0.58384 -2.65002
18 H -4.21031 1.28863 -1.99333
19 C -2.33860 0.42964 0.59858
20 C -3.84384 1.80877 1.94987
21 H 2.42798 2.12342 -2.36835
22 H -2.22757 4.02293 -1.80691
23 C -3.44809 -0.74469 -1.93393
24 C 1.05171 -0.04474 3.07436
25 C 0.53609 4.20022 -1.73224
26 C -0.97197 -2.51823 1.04697
27 H -1.59246 3.78166 -0.12736
28 H -4.46125 0.52464 0.36796
29 H 0.01893 -2.28206 0.66221
30 H -0.61016 2.21471 2.92800
31 H 0.76659 4.45039 -0.69409
32 C -3.60865 0.88644 0.92892
33 H 1.45633 4.07437 -2.29838
34 C -2.73820 2.26449 2.65634
35 C 3.16495 -2.05607 -1.19322
36 H 4.53302 -1.16749 4.88767
37 H -3.01456 -2.42295 0.44142
38 C 3.27972 -1.00609 3.13435
39 C -1.89645 -3.44909 -1.09601
40 C 3.20357 2.12562 -1.60116
41 H 4.64824 1.09276 0.58738
42 H -4.63731 -2.19324 -0.76604
43 H -5.34386 -1.72200 -2.30786
44 C -1.83299 3.30669 -1.08115
45 Pd 0.15231 0.07102 -1.52744
46 H 4.17785 -2.02666 -0.77625
47 P 2.31263 -0.43140 -0.85802
48 H 4.29347 -2.69789 4.05240
49 H -5.27187 2.82103 3.20788
50 H -4.32622 0.43197 -3.52764
51 S -0.33483 2.62056 -1.79859
52 H -1.15091 -1.86071 1.89958
53 H -5.39796 -0.61459 -0.95395
54 C -1.20249 0.89336 1.33907
55 H -5.59760 3.00503 1.48802
56 H -2.75539 1.04656 -2.97838
57 H -0.09671 4.96125 -2.19257
58 H 4.01691 2.78689 -1.92113
59 H 1.37775 -3.23996 -0.96903
60 H 2.87924 -4.16051 -0.77958
61 H 0.15775 0.24940 3.60910
62 C 3.25364 -2.29147 -2.70397
63 H 2.30779 -3.10312 0.52491
64 H 2.04515 -0.64557 4.85619
65 H 3.65021 -3.29167 -2.90773
66 C -1.45298 1.82270 2.37046
67 H -0.97195 -3.55340 1.40601
68 H 3.89787 -1.57294 -3.21231
69 C 2.25655 -0.37377 0.98523
70 H 2.25764 -2.21663 -3.14921
71 C -5.23792 2.30386 2.24693
72 H 5.37123 -1.48370 3.36978
73 C -2.03490 -2.35264 -0.03906
74 C 4.42502 -1.62141 3.89901
75 H 4.05643 0.30660 -2.30501
76 H -3.03826 -1.43049 -2.68280
77 H 5.43416 -0.19886 -0.32072
78 C -4.77056 -1.35490 -1.45028
79 H -2.77067 -3.52264 -1.74647
80 O -0.60886 2.41627 -3.27033

***

> Which of these has the lowest HOMO?

C28H46Cl8O15